1.
Formula: C2H57O28P2
Source: OMol25
Level of theory: wB97M-V/def2-TZVPD

```
! RIJCOSX wB97M-V def2-TZVPD def2/J DEFGRID3
* xyz 1 1
P -0.41349 -0.69091 -0.13617
P -1.06545 0.98415 1.13328
O -1.53707 2.93862 -6.45118
O -0.48490 -2.14679 4.79624
O -3.99402 0.17483 -1.45700
O 2.60276 -3.78829 5.73595
O -6.08027 1.38329 -3.17054
O 2.39381 -1.77719 2.86208
O 5.08895 -5.06427 6.71698
O 0.26273 -0.14735 -1.47268
O -5.71814 3.72767 4.33574
O 4.53929 -2.53412 0.06970
O 1.43856 -2.05088 -6.01610
O -3.87679 3.77062 2.10911
O 0.52063 -1.45361 0.68550
O 5.33404 -3.30354 -2.72920
O 7.94058 -2.74221 -1.16115
O -2.87091 5.82715 3.64017
O 4.91108 -2.88815 3.01188
O 2.64358 -1.25674 -3.37919
O -4.91066 -2.14818 -2.58823
O -3.86139 -0.29314 3.09345
O 0.16905 5.30930 -1.08927
O 4.14789 0.57007 3.54351
O -0.38234 -0.78722 -4.11654
O -1.69057 -1.48240 -0.57616
O -1.67846 2.60665 3.70736
O -3.16228 -0.50187 -5.04108
O 3.04335 0.47015 0.42855
O -0.46427 0.21843 -6.90585
C -1.66043 2.80260 -0.78492
C -2.14224 1.99859 0.21363
H -5.23254 3.76403 3.49742
H 0.20496 -1.92681 4.16302
H -2.46053 -0.93192 -0.87086
H -3.54659 5.44914 4.21586
H 4.67494 -2.89074 0.96343
H 1.10949 5.10595 -1.13345
H -1.41181 0.32661 -7.05112
H 3.07439 -1.87795 2.18680
H -1.02365 3.67455 -0.60779
H 2.15887 -1.80144 -5.42376
H -2.26640 -0.62689 -4.70278
H -0.87423 3.56299 -6.14336
H 2.28234 0.33909 -0.14822
H 5.18356 -2.92506 -1.84747
H 5.13843 -5.22460 7.66354
H 7.27929 -3.16223 -1.72294
H -1.95761 2.60975 -1.81579
H 0.05394 1.64675 1.65501
H -6.21901 2.00473 -3.89205
H 0.34258 -0.19957 -3.86937
H -3.77293 -0.69067 3.96728
H 0.05960 6.07413 -1.66446
H 3.80000 0.44558 -0.17081
H 1.34207 -1.33105 -6.65122
H 3.91499 1.17333 2.83119
H 2.14950 -1.49959 -2.58774
H -5.96294 4.63231 4.55014
H -0.41307 -0.17750 -6.02498
H -1.82529 0.37314 2.13985
H -2.17812 6.11419 4.24366
H -4.79425 -0.06115 3.02509
H -2.39844 2.24488 4.24134
H -3.83176 4.71018 1.89169
H -0.13114 -1.85825 5.64468
H 4.51343 -3.75972 -2.94077
H -4.15721 -2.13210 -3.19096
H -5.12431 1.34437 -3.05719
H -3.20141 1.94240 0.46838
H -0.46978 0.02848 -2.09442
H 3.41473 -1.84327 -3.35529
H -3.22718 0.43077 -5.27219
H 2.34955 -3.18286 5.03106
H 5.58273 -2.56433 3.62279
H 7.80771 -3.13268 -0.29250
H 1.57615 -1.95889 2.38667
H -5.66988 -2.23724 -3.17567
H -3.00415 3.59611 2.49477
H 4.13119 -3.02489 3.56327
H 3.60148 -2.32210 0.01495
H -1.03003 2.18034 -6.77409
H 2.50197 -4.66919 5.35683
H -1.00230 2.85642 4.34702
H 4.03562 -0.30308 3.15462
H 4.40605 -4.39163 6.60766
H -4.15576 0.52822 -0.57648
H -4.82418 -0.26480 -1.71631
H 0.06991 -1.62125 -4.33721
*
```

Highest occupied orbital energy, eV: -12.56



2.
Formula: C4H5F3O
Source: OMol25
Level of theory: wB97M-V/def2-TZVPD

```
! RIJCOSX wB97M-V def2-TZVPD def2/J DEFGRID3
* xyz 0 1
F 2.04615 -0.14839 1.96805
F 1.26040 2.18710 0.82726
F 2.24210 -1.05173 0.01439
O -0.87675 0.30472 -1.36740
C 1.14546 1.08730 0.04794
C -0.02582 -0.66788 0.78020
C -0.44494 0.54696 -0.08753
C 1.44401 -0.24610 0.76794
H 1.67282 1.25066 -0.89320
H -1.13999 1.23977 0.37938
H -0.43506 -0.63560 1.78723
H -0.21004 -1.64544 0.33726
H -0.30468 -0.34139 -1.80019
*
```

Energy above the lowest of the compared OMol25 structures with the same formula, charge and spin, eV: 0.036
Highest occupied orbital energy, eV: -10.27
SMILES: O[C@H]1CC(F)(F)[C@@H]1F



3.
Formula: C24H36O24
Source: OMol25
Level of theory: wB97M-V/def2-TZVPD

```
! RIJCOSX wB97M-V def2-TZVPD def2/J DEFGRID3
* xyz 0 1
O -3.25206 1.14341 -4.30670
O -2.47543 -5.79350 1.79504
O 3.68727 -2.11612 1.84947
O -1.35335 -1.04567 4.39173
O 3.09063 -1.26334 -4.25312
O 2.43792 0.84208 -3.79642
O -3.09697 -4.00274 2.97331
O -0.44151 2.96451 -1.34309
O 4.11389 -0.02150 -2.66119
O -4.78883 1.52378 -5.86620
O -0.35662 -2.85213 3.66197
O 3.90929 -0.70196 0.20012
O -2.34303 -1.05623 -1.53428
O 2.31715 -2.22348 0.02926
O -4.05483 3.23357 -4.62152
O 0.90525 0.75222 1.51187
O 2.14730 2.44324 2.24377
O -2.33081 -1.13850 -3.78381
O -1.01526 5.10407 -0.86623
O -0.62413 -0.25690 -2.64025
O -0.68265 -2.63061 5.86143
O 1.28516 1.06481 3.71307
O -2.97592 -3.79629 0.83237
O 0.90292 4.14495 -0.18852
C -0.24579 -0.03636 -1.28659
C -3.35344 -0.08101 -5.02552
C -4.64033 0.10350 -5.81840
C -0.26175 4.15963 -0.79813
C -3.99887 2.09345 -4.92866
C 4.00980 1.31139 -2.18878
C 2.64580 1.74667 -2.72827
C 4.72396 -1.25816 2.32468
C 3.20435 -1.74549 0.67710
C 4.85865 -0.25909 1.14463
C -1.80426 -0.85340 -2.75417
C -1.53218 -1.05604 2.96333
C -0.38053 -1.99602 2.52073
C -2.61658 -4.23984 -0.47113
C -2.78568 -4.63397 1.84500
C 2.70673 2.91960 3.48053
C 1.38686 1.37808 2.40870
C 3.20328 -0.27349 -3.61511
C -1.48670 -0.54390 -0.54064
C -1.63996 2.61766 -2.02043
C 1.45076 5.25308 0.50228
C -2.95362 -4.71600 4.19632
C -0.74846 -2.20137 4.75432
C 1.71886 2.19709 4.43704
H -2.50782 -1.47751 2.72963
H 5.84064 -0.17818 0.67742
H -3.71303 -5.49638 4.25524
H 1.12272 5.29722 1.53716
H -0.54073 -2.63484 1.65324
H -1.95856 0.35287 -0.12172
H 4.47960 -0.64536 3.18585
H -1.45093 1.61090 -2.38518
H 2.70581 2.73521 -3.18346
H 1.81825 1.66971 -2.02305
H -1.27200 -1.21842 0.28059
H 5.60770 -1.88323 2.39365
H 3.99690 1.38095 -1.10089
H 2.56072 3.99581 3.47686
H -1.98559 -5.21585 4.22439
H 3.73606 2.68957 3.75331
H 2.10715 1.97235 5.43180
H 1.19116 6.16656 -0.03684
H -3.35114 -4.92894 -0.88753
H 0.86724 2.82627 4.72210
H -1.84080 3.25489 -2.88201
H -2.48140 -0.20356 -5.66889
H -3.42558 -0.92880 -4.34794
H -1.62608 -4.68797 -0.53635
H -1.43810 -0.03245 2.61309
H -4.51308 -0.22295 -6.84850
H -2.63573 -3.34971 -1.09322
H -2.51203 2.65256 -1.36721
H 0.02681 1.01012 -1.15358
H 2.53166 5.17619 0.40446
H 0.62361 -1.60148 2.36791
H -5.48665 -0.38072 -5.33423
H -3.02473 -4.05700 5.05514
H 0.65196 -0.60149 -1.02099
H 4.79631 1.98905 -2.51990
H 4.63343 0.76094 1.46878
*
```

Energy above the lowest of the compared OMol25 structures with the same formula, charge and spin, eV: 3.887
Highest occupied orbital energy, eV: -9.21



4.
Formula: C44H63F40O6P
Source: OMol25
Level of theory: wB97M-V/def2-TZVPD

```
! RIJCOSX wB97M-V def2-TZVPD def2/J DEFGRID3
* xyz 0 1
P 16.59210 17.21740 15.28196
F 13.21598 11.78981 17.86141
F 15.71804 10.87625 13.78418
F 18.30314 17.14071 8.37422
F 12.30954 20.57150 13.43876
F 10.07076 16.81612 13.15832
F 11.89892 20.26565 10.61692
F 12.26692 14.41165 17.70782
F 17.13408 14.93205 9.53410
F 8.16382 10.56035 8.35472
F 14.09514 19.48424 7.70324
F 15.84766 14.69187 7.78576
F 9.61820 11.49344 10.57200
F 10.35754 16.47089 16.71542
F 7.58784 12.42406 13.06184
F 13.85044 10.55875 11.12298
F 14.81564 13.05508 17.12786
F 14.69400 22.15018 8.46912
F 13.02522 7.54939 9.55052
F 13.92188 10.24535 8.98223
F 17.28244 16.88393 6.48760
F 14.14298 19.90760 12.51034
F 9.89944 12.86277 8.88298
F 9.23762 16.33720 8.09705
F 7.14284 13.15555 15.79430
F 12.79570 16.19243 8.68750
F 14.97534 19.69151 9.68636
F 10.73266 19.21437 12.04194
F 9.72100 12.36954 13.45014
F 14.99332 8.07168 10.20334
F 9.93468 10.60857 7.14608
F 8.47062 17.09111 14.34714
F 11.24004 15.41122 9.91302
F 11.41080 13.34565 15.98140
F 7.87930 11.25002 15.41532
F 14.11986 9.36496 14.09962
F 17.16420 9.42337 15.96184
F 10.75286 18.28185 15.62614
F 16.80306 21.64351 8.58518
F 16.71416 8.26960 14.15280
F 10.78258 17.11533 6.85560
O 13.73694 16.10723 13.61758
O 14.76024 10.72793 15.76494
O 9.57244 15.09274 14.43008
O 11.44452 17.69227 9.73358
O 16.16218 18.84549 7.96884
O 11.94004 10.04956 10.02910
C 15.61242 21.29092 8.04044
C 8.60794 14.42821 13.56544
C 12.55430 13.75006 16.58272
C 13.59678 12.57206 16.82278
C 8.57352 12.91557 13.84392
C 15.89402 17.45460 8.25885
C 15.20048 18.12809 16.02228
C 11.55498 16.36585 9.08078
C 14.61674 22.09251 16.48415
C 18.11891 17.77132 16.17102
C 15.45130 19.65263 16.02398
C 16.82588 17.77343 13.46854
C 9.67273 16.53373 14.38178
C 15.17804 19.83058 8.38376
C 15.19712 9.99702 14.66108
C 14.31852 20.59593 16.49750
C 19.35770 18.10444 18.39453
C 16.52584 15.41695 15.51080
C 18.18334 19.44182 11.21882
C 18.58420 13.07844 16.59268
C 13.67500 14.89295 12.88596
C 17.17844 16.67877 7.83066
C 13.70250 11.71984 15.58590
C 16.20022 8.93272 15.17586
C 9.55870 10.52706 8.40007
C 12.33246 17.93949 10.88886
C 10.57084 16.21598 7.83852
C 10.62534 16.96887 15.49816
C 17.51480 14.57487 14.73052
C 13.36766 9.81463 10.14632
C 11.65050 11.41384 9.64723
C 20.50374 17.14982 18.08114
C 17.67170 13.13781 15.29698
C 8.20286 12.53635 15.29066
C 12.28618 14.27305 12.75858
C 13.67332 8.30405 10.37298
C 18.11770 17.46229 12.81536
C 18.04576 17.74674 17.70512
C 11.95618 19.30224 11.52308
C 16.98688 15.21879 8.21400
C 14.40186 14.79332 11.53762
C 18.20869 17.91127 11.36052
C 10.15138 11.59463 9.35918
C 12.86504 19.59114 12.70656
H 8.83686 14.57219 12.50952
H 12.96684 18.75888 13.40302
H 15.05824 17.73915 17.03054
H 14.24250 17.94678 15.53496
H 12.15030 17.14353 11.61092
H 11.91076 13.96256 13.73366
H 21.42850 17.55800 18.48894
H 7.63410 14.91406 13.62608
H 15.69988 17.30379 9.32076
H 13.44024 20.25355 15.95022
H 12.34656 13.37670 12.14132
H 18.05461 13.48517 17.45421
H 18.96184 17.83073 13.39824
H 14.08932 20.33127 17.52973
H 16.31323 19.90300 16.64242
H 13.33390 17.90598 10.45980
H 15.79204 20.01856 15.05544
H 11.64202 16.63091 15.29754
H 13.99748 15.55580 10.87190
H 18.28086 16.38568 12.76654
H 11.93458 12.04763 10.48728
H 19.58110 13.51567 16.53682
H 13.32884 8.03609 11.37180
H 17.13724 14.60585 13.70846
H 18.52466 19.65113 10.20502
H 9.86102 9.52513 8.70478
H 19.21938 18.27114 19.46278
H 18.91919 19.91811 11.86670
H 18.96280 17.21108 15.76844
H 20.35166 16.10129 18.33717
H 17.93302 16.71562 18.04006
H 15.54942 14.98425 15.29286
H 20.67574 17.09734 17.00608
H 16.75850 12.57678 15.49556
H 12.23494 11.75337 8.79208
H 18.82824 12.06359 16.90671
H 10.56950 15.22696 7.38032
H 15.65286 21.44546 6.96222
H 18.28976 18.79019 15.82342
H 17.22198 19.89759 11.45580
H 11.53342 14.82337 12.19414
H 18.26440 12.50976 14.63186
H 8.97854 12.84791 15.99020
H 18.47212 15.08350 14.61694
H 17.18223 18.22111 18.17138
H 19.63536 19.08183 17.99992
H 15.44984 15.03267 11.71810
H 16.04724 17.21869 12.94502
H 13.90546 12.32439 14.70192
H 14.21190 14.17028 13.50042
H 14.97286 17.15469 7.75922
H 14.26674 13.84595 11.01576
H 17.63972 14.57481 7.62478
H 14.95494 22.40870 15.49736
H 13.00242 14.50854 15.94084
H 19.12534 17.51739 10.92150
H 15.29042 22.54929 17.20912
H 17.42124 17.37527 10.83066
H 15.61292 8.23946 15.77802
H 12.74142 11.25361 15.36896
H 13.69380 22.64817 16.65000
H 16.60818 18.84147 13.47114
H 16.59454 15.22110 16.58086
*
```

Energy above the lowest of the compared OMol25 structures with the same formula, charge and spin, eV: 1.460
Highest occupied orbital energy, eV: -7.27



5.
Formula: C3H11NOS2
Source: OMol25
Level of theory: wB97M-V/def2-TZVPD

```
! RIJCOSX wB97M-V def2-TZVPD def2/J DEFGRID3
* xyz 0 1
S 0.25857 -1.99612 -1.00291
S -1.51856 -0.83986 -0.94222
O 0.69113 4.20829 -2.16188
N 1.68092 0.98981 0.71444
C -2.62577 -2.05436 -0.43364
C 0.74783 -0.00993 1.13905
C 1.03490 -1.39934 0.60919
H -3.67351 -1.80050 -0.70281
H 0.82367 -0.06561 2.24812
H 2.09208 -1.43220 0.35253
H -2.65434 -2.11413 0.68371
H 1.74338 1.24339 -0.20767
H 2.00006 1.74309 1.27643
H -2.44185 -3.11929 -0.67438
H 0.90981 -2.19188 1.28946
H -0.30233 0.31558 1.02555
H 0.30520 5.03632 -1.64501
H 0.92881 3.48675 -1.56798
*
```

Energy above the lowest of the compared OMol25 structures with the same formula, charge and spin, eV: 1.221
Highest occupied orbital energy, eV: -8.58
SMILES: CSSCCN.O



Computed values of calculated total energy (unit: hartree) for the preceding records, in sequence: -2899.57190 -530.21952 -2741.79989 -6501.69572 -1047.22249.
Computed values of molar mass (unit: Da) for the preceding records, in sequence: 591.40 126.08 708.53 1478.88 141.26.